15
Properties=species:S:1:pos:R:3:forces:R:3:mulliken_spin:R:1 method="wB97M-V/def2-TZVPD" homo_lumo_gap_ev="6.42 / 7.95" s_squared=0.7655 e_above_lowest_kj_mol=122.5 spin_multiplicity=2 total_charge=-1
O -1.21221 1.15047 0.06618 0.8 -0.3 0.3 0.217
C 0.02165 1.14486 -0.29310 -1.9 0.3 -0.4 0.181
C 1.04283 0.34683 0.22120 0.4 -1.6 0.0 0.098
C 2.40194 0.28092 -0.45333 0.1 1.3 1.9 -0.002
N 0.85749 -0.72488 1.04616 0.2 2.5 0.9 0.409
H 0.19479 1.74788 -1.20326 0.7 0.1 0.3 0.003
H 0.10392 -2.49198 -0.03487 0.3 0.2 -0.1 0.130
H 2.49962 -0.73772 -0.82263 0.5 0.1 -0.3 0.008
H 3.16238 0.54790 0.34128 -0.5 -0.9 -0.7 0.010
H 2.55386 1.09457 -1.15146 -0.2 -0.2 -0.8 0.000
H -0.06670 -0.68239 1.48683 0.1 0.3 -0.2 -0.059
H 0.53287 -1.77594 0.33684 -0.5 -2.0 -0.9 -0.005
H -3.44375 -0.96762 -0.54086 0.0 -0.1 0.0 0.000
H -2.08641 -0.53132 -0.04807 0.2 -0.1 -0.2 -0.002
O -2.57051 -1.32826 -0.35640 -0.3 0.3 0.2 0.012

37
Properties=species:S:1:pos:R:3:forces:R:3:nbo_charge:R:1 method="wB97M-V/def2-TZVPD" homo_lumo_gap_ev=6.07 total_charge=+1
Cl -6.55146 1.24931 2.26632 -0.3 0.1 -0.1 0.097
C -5.03450 0.48859 2.34698 0.9 -0.4 0.3 0.005
C -4.95555 -0.91346 2.40164 0.1 0.1 0.0 -0.225
C -3.72642 -1.52710 2.56229 0.2 0.2 -0.2 -0.126
C -2.54399 -0.76525 2.65546 -0.3 0.4 0.3 -0.194
C -1.28010 -1.42824 2.86693 0.3 -0.2 -2.4 0.060
C -0.07641 -0.76353 2.59629 0.4 -0.1 0.4 -0.330
C 1.14430 -1.41780 2.67263 -0.7 0.4 -0.3 0.063
C 2.40287 -0.76080 2.50939 0.4 0.3 -0.2 -0.162
C 3.59597 -1.51637 2.42780 -0.1 0.3 0.2 -0.107
C 4.83142 -0.89032 2.34664 -0.3 0.2 0.0 -0.238
C 4.89820 0.51265 2.32855 -0.7 -0.5 0.0 0.029
Cl 6.41045 1.29343 2.26600 0.2 0.1 0.0 0.095
C 3.72948 1.28413 2.37241 -0.5 -0.2 0.0 -0.237
C 2.49319 0.65582 2.45492 0.4 -0.1 0.1 -0.116
C -2.63352 0.65142 2.58680 -0.5 -0.4 0.0 -0.079
C -3.87080 1.26949 2.43442 0.3 -0.3 0.0 -0.247
H -5.86151 -1.50605 2.35023 0.1 0.1 -0.1 0.247
H -3.64313 -2.61485 2.60158 -0.2 0.3 0.1 0.234
H -1.24445 -2.52470 2.83552 -0.2 0.5 0.3 0.244
H -0.09342 0.28584 2.27727 0.0 -0.6 0.4 0.219
H 1.12697 -2.49572 2.83046 0.1 0.1 0.2 0.224
H 3.52349 -2.60329 2.44909 0.1 0.2 0.0 0.231
H 5.74502 -1.46852 2.31091 0.0 0.0 0.0 0.249
H 3.78882 2.36853 2.35752 0.1 -0.2 0.0 0.248
H 1.58836 1.26144 2.51791 0.4 -0.1 0.0 0.219
H -1.73846 1.26541 2.67279 -0.3 -0.1 0.0 0.213
H -3.94026 2.35146 2.40649 0.0 -0.1 0.0 0.247
C -1.59670 -2.14544 5.14620 -1.0 -0.7 1.8 0.034
C -2.77301 -2.84855 5.40308 1.0 0.2 -0.4 -0.251
C -2.39056 -4.10431 5.96522 1.0 0.3 0.0 -0.315
C -1.00557 -4.08825 6.04170 -1.6 0.5 -0.1 0.128
O -0.51732 -2.89106 5.58694 -0.6 -0.3 -0.2 -0.414
H -1.46638 -1.07079 5.01513 0.2 -0.6 0.3 0.237
H -3.78723 -2.53532 5.16549 0.4 0.0 0.2 0.241
H -3.06752 -4.88358 6.31816 0.4 0.2 -0.2 0.252
H -0.33050 -4.83867 6.43564 0.2 0.4 -0.2 0.226

8
Properties=species:S:1:pos:R:3:forces:R:3:nbo_charge:R:1 method="wB97M-V/def2-TZVPD" homo_lumo_gap_ev="5.85 / 5.85" e_above_lowest_kj_mol=220.3 total_charge=+1
S 0.17914 -2.20778 -2.21575 0.4 0.9 1.3 0.416
N -0.05101 -0.88078 -1.27559 -0.1 0.9 0.4 -0.584
C 0.26595 -0.31166 -0.09038 -1.0 1.4 1.8 0.166
N 0.97317 -0.75747 0.98153 -0.4 -0.1 2.0 -0.616
S 2.10680 -1.89747 1.13864 -0.5 0.2 -0.6 0.468
H -0.71374 -0.17467 -1.61309 -0.1 -0.6 -0.9 0.439
H -0.30610 0.65722 0.21115 1.0 -1.9 -1.1 0.238
H 0.64277 -0.33077 1.96418 0.9 -0.7 -2.9 0.473

12
Properties=species:S:1:pos:R:3:forces:R:3:nbo_charge:R:1 method="wB97M-V/def2-TZVPD" homo_lumo_gap_ev="6.08 / 6.08" e_above_lowest_kj_mol=226.5
C -1.66675 0.38154 2.07317 1.3 -3.0 -0.3 -0.661
O 1.46659 -1.28516 0.89039 1.1 0.8 0.7 -1.008
O 1.99825 -0.10477 -2.19505 -1.1 6.0 -0.1 -0.991
O -0.41036 0.56115 -2.52257 -0.8 1.0 0.2 -1.005
P 0.18811 -1.28267 -0.09429 -1.3 1.8 0.4 0.606
P 0.77141 0.58861 -1.36380 -0.3 -0.5 0.2 1.029
H -0.97605 0.92971 2.68281 0.3 0.1 0.0 0.178
H -1.95935 -0.63436 2.38366 0.7 0.5 0.1 0.184
H -2.53314 0.83745 1.74224 -1.3 1.4 -1.1 0.166
H 1.88592 -0.42335 1.14087 -0.6 -0.9 -0.4 0.504
H 2.20339 -0.95931 -2.18189 0.9 -5.7 0.1 0.487
H -0.96802 1.39115 -2.55553 1.1 -1.3 0.2 0.511

17
Properties=species:S:1:pos:R:3:forces:R:3:nbo_charge:R:1 method="wB97M-V/def2-TZVPD" homo_lumo_gap_ev=9.50 e_above_lowest_kj_mol=157.4 total_charge=+1
C 2.00783 -2.91434 -0.09117 -0.1 0.1 -2.6 -0.439
C 1.03456 -2.11113 -0.40761 -0.2 2.0 1.7 0.227
C -0.05868 -1.31711 -0.34393 0.2 -1.4 -1.0 -0.423
C -0.40477 0.15077 -0.18845 0.4 -0.1 0.9 0.451
C -1.88713 0.30842 -0.16516 -0.5 1.8 -1.2 -0.696
N 0.38372 1.17290 0.09322 3.1 -2.1 -2.0 -0.455
C 0.12704 2.58012 0.44747 2.2 0.1 0.0 -0.428
H 2.65021 -3.41644 -0.83888 -0.4 0.5 0.4 0.269
H 2.16889 -3.14593 0.91812 0.1 -0.3 1.4 0.262
H -0.92242 -2.03685 -0.50472 0.5 1.6 0.3 0.268
H -2.31159 1.32807 -0.53987 1.1 -1.8 0.7 0.260
H -2.25042 0.14647 0.84455 -0.2 -0.2 0.1 0.277
H -2.19908 -0.48042 -0.84369 -0.8 0.2 0.2 0.258
H 1.46314 1.00401 -0.11574 -3.0 0.2 0.9 0.438
H 0.59396 3.29523 -0.34100 -0.6 -1.3 1.7 0.256
H 0.47868 2.64684 1.50983 0.5 0.5 -1.2 0.248
H -0.87393 2.78940 0.56704 -2.4 0.2 -0.3 0.228

57
Properties=species:S:1:pos:R:3:forces:R:3:nbo_charge:R:1 method="wB97M-V/def2-TZVPD" homo_lumo_gap_ev=8.66 e_above_lowest_kj_mol=159.1
C -0.34888 -1.80235 -4.06173 0.2 -0.1 -0.1 -0.610
C 1.06526 -2.26899 -3.73545 -0.1 0.0 0.2 -0.393
C 1.59050 -1.66950 -2.42807 0.1 0.0 -0.3 -0.416
C 2.05114 -0.21780 -2.62108 -0.3 -0.4 -0.4 -0.228
N 2.04482 0.58888 -1.42655 -0.9 0.7 0.2 -0.687
C 3.12480 0.55236 -0.47450 0.2 -0.1 0.6 -0.219
C 3.25639 -0.75819 0.30949 0.2 0.3 0.1 -0.415
C 4.13052 -0.57849 1.54933 -0.1 -0.3 -0.2 -0.391
C 4.27208 -1.87951 2.33017 0.1 0.3 0.0 -0.599
S 0.63627 1.31946 -1.00752 0.1 0.0 0.1 2.330
O 0.92639 2.40563 -0.11354 0.2 -0.2 0.2 -0.947
O -0.09812 1.60536 -2.20708 0.1 -0.4 -0.1 -0.949
C -0.35723 0.17399 -0.04015 0.2 0.5 -0.3 -0.253
C -0.08686 0.04415 1.30966 0.0 -0.1 0.2 -0.219
C -0.98891 -0.61890 2.12005 0.0 -0.2 -0.2 -0.183
C -2.16395 -1.12511 1.56926 0.4 -0.3 -0.3 -0.109
C -3.25803 -1.57766 2.48049 0.1 0.2 0.0 0.674
O -3.63123 -2.70905 2.64545 0.0 -0.2 -0.1 -0.546
N -3.84349 -0.52479 3.15929 -0.3 -0.3 0.1 -0.626
C -3.57677 0.81247 3.05212 0.0 1.1 0.3 0.601
N -3.91792 1.71293 3.91828 -0.4 -1.7 0.3 -0.325
N -3.46574 2.89275 3.44616 0.6 1.2 -0.8 -0.277
C -2.87554 2.66715 2.32189 -0.1 0.2 0.7 0.451
C -2.22846 3.63576 1.42501 -0.4 -0.1 -0.7 -0.594
S -3.35923 4.07093 0.04739 0.1 0.0 0.0 0.207
C -3.10789 2.63740 -1.03375 0.1 0.3 0.4 -0.751
O -2.91997 1.34000 1.99571 -0.3 0.0 0.1 -0.437
C -2.38077 -1.07132 0.19813 0.1 -0.1 0.2 -0.179
C -1.47088 -0.41025 -0.61010 0.0 0.0 -0.1 -0.213
H -0.65142 -2.16705 -5.04038 -0.1 0.0 -0.1 0.215
H -0.41295 -0.71688 -4.06652 -0.1 0.2 0.0 0.207
H -1.05028 -2.18625 -3.32350 -0.1 0.0 0.1 0.199
H 1.06703 -3.35803 -3.65494 0.1 0.0 -0.1 0.206
H 1.74143 -1.99741 -4.54862 0.1 -0.1 -0.1 0.196
H 2.42086 -2.27486 -2.06188 0.0 0.0 0.1 0.206
H 0.79941 -1.69952 -1.67572 0.0 -0.1 0.1 0.200
H 3.05810 -0.19409 -3.04746 0.0 0.1 0.0 0.205
H 1.37481 0.28890 -3.31092 0.2 -0.1 -0.2 0.233
H 2.92933 1.37968 0.21094 0.3 -0.1 0.0 0.233
H 4.06229 0.76409 -1.00084 -0.1 0.1 0.0 0.200
H 3.69676 -1.52669 -0.32780 -0.1 -0.1 0.0 0.199
H 2.26514 -1.10408 0.61056 0.0 -0.1 0.0 0.202
H 5.11835 -0.22630 1.24543 0.0 0.1 0.0 0.199
H 3.69224 0.18685 2.19356 0.0 0.1 0.0 0.194
H 4.89154 -1.73046 3.21090 0.0 -0.1 0.1 0.212
H 3.29754 -2.23996 2.65245 -0.1 -0.1 0.1 0.202
H 4.73321 -2.64756 1.71340 0.0 -0.1 0.0 0.203
H 0.78661 0.52263 1.72285 0.1 0.0 0.1 0.238
H -0.81635 -0.69319 3.18390 0.0 0.1 0.1 0.229
H -4.52462 -0.75787 3.87325 0.1 0.0 -0.1 0.441
H -2.04703 4.55976 1.96869 0.1 -0.1 0.0 0.267
H -1.30651 3.24279 0.99317 0.1 0.1 0.1 0.258
H -3.76385 2.78074 -1.88620 0.0 0.0 -0.1 0.234
H -3.38269 1.72915 -0.50377 0.0 -0.1 -0.1 0.211
H -2.07252 2.59524 -1.36298 -0.1 0.0 -0.1 0.235
H -3.28325 -1.49224 -0.21851 -0.1 0.0 -0.1 0.232
H -1.64149 -0.28469 -1.66742 -0.1 0.0 -0.1 0.249

Copy entry 4 word for word.
12
Properties=species:S:1:pos:R:3:forces:R:3:nbo_charge:R:1 method="wB97M-V/def2-TZVPD" homo_lumo_gap_ev="6.08 / 6.08" e_above_lowest_kj_mol=226.5
C -1.66675 0.38154 2.07317 1.3 -3.0 -0.3 -0.661
O 1.46659 -1.28516 0.89039 1.1 0.8 0.7 -1.008
O 1.99825 -0.10477 -2.19505 -1.1 6.0 -0.1 -0.991
O -0.41036 0.56115 -2.52257 -0.8 1.0 0.2 -1.005
P 0.18811 -1.28267 -0.09429 -1.3 1.8 0.4 0.606
P 0.77141 0.58861 -1.36380 -0.3 -0.5 0.2 1.029
H -0.97605 0.92971 2.68281 0.3 0.1 0.0 0.178
H -1.95935 -0.63436 2.38366 0.7 0.5 0.1 0.184
H -2.53314 0.83745 1.74224 -1.3 1.4 -1.1 0.166
H 1.88592 -0.42335 1.14087 -0.6 -0.9 -0.4 0.504
H 2.20339 -0.95931 -2.18189 0.9 -5.7 0.1 0.487
H -0.96802 1.39115 -2.55553 1.1 -1.3 0.2 0.511

Please write out number 3 again, unchanged.
8
Properties=species:S:1:pos:R:3:forces:R:3:nbo_charge:R:1 method="wB97M-V/def2-TZVPD" homo_lumo_gap_ev="5.85 / 5.85" e_above_lowest_kj_mol=220.3 total_charge=+1
S 0.17914 -2.20778 -2.21575 0.4 0.9 1.3 0.416
N -0.05101 -0.88078 -1.27559 -0.1 0.9 0.4 -0.584
C 0.26595 -0.31166 -0.09038 -1.0 1.4 1.8 0.166
N 0.97317 -0.75747 0.98153 -0.4 -0.1 2.0 -0.616
S 2.10680 -1.89747 1.13864 -0.5 0.2 -0.6 0.468
H -0.71374 -0.17467 -1.61309 -0.1 -0.6 -0.9 0.439
H -0.30610 0.65722 0.21115 1.0 -1.9 -1.1 0.238
H 0.64277 -0.33077 1.96418 0.9 -0.7 -2.9 0.473